1.
C35H33AsI2N2O5ReS as an isolated structure at a distorted geometry. Source: the Open Molecules 2025 dataset; level of theory: ωB97M-V/def2-TZVPD.

Each line ends with the Löwdin charge.
CARTESIAN COORDINATES (ANGSTROEM)
Re 1.4115 -0.7188 1.8305  1.12
I 3.4339 -2.2687 3.1569  1.01
C 3.3904 -4.0079 1.9573  -1.11
I 3.3134 -3.6489 -0.1031  0.89
H 2.5149 -4.5658 2.2637  -0.03
H 4.3211 -4.5102 2.1892  -0.04
S 3.2245 0.2854 0.4707  0.61
C 3.3281 1.2537 1.9175  -0.72
C 4.2818 2.1956 2.3006  -0.06
C 4.1830 2.7592 3.5551  -0.05
C 3.1520 2.3902 4.4228  -0.05
C 2.2336 1.4648 3.9908  -0.12
N 2.3214 0.9378 2.7587  -0.19
H 5.0833 2.4459 1.6204  0.11
H 4.9205 3.4834 3.8765  0.11
H 3.0693 2.8094 5.4143  0.11
H 1.4061 1.1183 4.5969  0.12
O -2.8800 -4.5829 3.8813  0.17
C -1.8937 -3.9538 3.6456  -0.22
C -0.8410 -4.2557 2.5473  -0.28
O -0.6352 -5.3093 2.0037  0.13
C -0.1391 -2.9753 2.3930  -0.34
C -0.4470 -2.1059 3.3846  -0.27
O 0.2009 -0.9557 3.4085  -0.21
C -1.4656 -2.6172 4.3043  -0.26
O -1.8815 -2.1540 5.3325  0.14
O 0.7493 -2.6314 1.4939  -0.37
C 3.6943 3.6450 -3.8183  -0.05
C 2.7904 2.6476 -3.1436  -0.26
C 1.6967 3.0518 -2.3970  -0.01
C 0.8405 2.1426 -1.7752  -0.29
C -0.3660 2.6987 -1.0732  -0.04
C 1.1123 0.7787 -1.8825  -0.38
As 0.1791 -0.6867 -0.9840  1.37
N -0.0738 0.0469 0.8084  -0.31
C -1.1741 0.7351 1.4129  -0.34
C -2.4700 0.6728 0.9049  -0.04
C -3.5114 1.3427 1.5292  -0.07
C -3.2860 2.1001 2.6687  -0.09
C -1.9992 2.1743 3.1751  -0.07
C -0.9601 1.4983 2.5543  -0.05
C -1.5711 -0.8446 -1.8735  -0.29
C -2.0039 -0.1618 -3.0267  -0.25
C -1.1813 0.7589 -3.8993  -0.04
C -3.3107 -0.3757 -3.4704  -0.02
C -4.1827 -1.2562 -2.8584  -0.26
C -5.5945 -1.4330 -3.3482  -0.04
C -3.7023 -1.9957 -1.7888  -0.01
C -2.4188 -1.8168 -1.2967  -0.31
C -2.0059 -2.6493 -0.1198  -0.07
C 2.2041 0.3458 -2.6548  -0.35
C 2.5340 -1.1172 -2.8447  -0.11
C 3.0177 1.2824 -3.2736  -0.02
H 3.3078 4.6586 -3.7184  0.07
H 3.7991 3.4254 -4.8818  0.08
H 4.6955 3.6219 -3.3835  0.08
H 1.4787 4.1117 -2.3098  0.12
H -0.6516 3.6505 -1.5233  0.09
H -0.1776 2.8773 -0.0147  0.08
H -1.2226 2.0285 -1.1414  0.06
H -2.6801 0.0983 0.0189  0.08
H -4.5085 1.2638 1.1148  0.11
H -4.0998 2.6226 3.1533  0.10
H -1.7940 2.7624 4.0606  0.11
H 0.0379 1.5825 2.9455  0.06
H -0.1572 0.4237 -4.0284  0.07
H -1.1391 1.7749 -3.5069  0.08
H -1.6415 0.8050 -4.8861  0.08
H -3.6430 0.1632 -4.3515  0.11
H -5.7871 -0.8228 -4.2297  0.07
H -6.3098 -1.1468 -2.5750  0.08
H -5.7961 -2.4742 -3.6045  0.08
H -4.3410 -2.7361 -1.3181  0.12
H -2.7207 -3.4550 0.0475  0.09
H -1.9770 -2.0432 0.7885  0.07
H -1.0177 -3.0929 -0.2446  0.07
H 1.6869 -1.6909 -3.2275  0.07
H 2.8329 -1.5826 -1.9026  -0.05
H 3.3554 -1.2282 -3.5519  0.08
H 3.8572 0.9354 -3.8677  0.12

The energy relative to the best compared isomer or geometry (same formula, charge and spin) comes out at 0.810 eV. Its charge is 0. Its spin multiplicity is 2. The HOMO energy (spin up / spin down) is -0.28831 / -0.27744 Eh.

2.
C35H33AsIrN5O2 as an isolated structure. Source: the Open Molecules 2025 dataset; level of theory: ωB97M-V/def2-TZVPD.

Each line ends with the Löwdin charge.
CARTESIAN COORDINATES (ANGSTROEM)
Ir 1.9841 -0.3059 -0.5476  1.19
C -10.2968 -4.6851 1.9138  0.02
O -9.3840 -3.8515 2.6653  0.02
C -8.1088 -3.8444 2.4186  -0.22
C -7.4774 -4.6546 1.4376  0.04
C -6.1393 -4.5169 1.2423  0.04
C -5.3686 -3.5881 2.0063  -0.22
C -6.0104 -2.8261 3.0336  0.04
C -7.3412 -2.9557 3.2355  0.06
N -4.0683 -3.5034 1.6867  0.09
N -3.3145 -2.8276 2.4863  0.11
C -2.1217 -2.3635 2.0796  -0.19
C -1.3000 -1.9119 3.1396  0.05
C -0.0746 -1.3155 2.9528  0.04
C 0.3939 -1.1060 1.6590  -0.32
O 1.5416 -0.5311 1.4073  -0.24
C -0.3896 -1.5717 0.5558  -0.14
N 0.1985 -1.4044 -0.6693  -0.05
C -0.3544 -1.9863 -1.7261  -0.08
C -1.5325 -2.7166 -1.6355  0.01
C -2.1809 -2.8250 -0.4239  0.06
C -1.6107 -2.2529 0.7282  -0.04
H -11.2819 -4.3958 2.2603  0.11
H -10.1034 -5.7306 2.1477  0.11
H -10.1907 -4.4812 0.8501  0.11
H -8.0484 -5.3792 0.8772  0.13
H -5.6153 -5.1262 0.5182  0.13
H -5.4118 -2.1683 3.6467  0.12
H -7.8682 -2.4143 4.0085  0.14
H -1.6826 -2.0789 4.1373  0.14
H 0.5448 -1.0193 3.7876  0.14
H 0.1589 -1.8795 -2.6706  0.11
H -1.9289 -3.1917 -2.5206  0.13
H -3.1050 -3.3752 -0.3484  0.11
C 2.1567 -0.0014 -4.8718  0.00
C 3.5180 -0.1084 -5.1125  0.01
C 4.3915 -0.1588 -4.0377  0.04
C 3.8819 -0.1288 -2.7498  -0.19
N 2.5466 -0.1020 -2.5238  -0.09
C 1.7104 -0.0024 -3.5654  -0.12
C 4.7030 -0.0596 -1.5303  -0.20
C 6.0843 0.0490 -1.5064  0.04
C 6.7356 0.1571 -0.2872  0.02
C 5.9887 0.1542 0.8830  0.01
C 4.6151 0.0537 0.7964  -0.09
N 3.9902 -0.0511 -0.3850  -0.11
H 1.4459 0.0749 -5.6819  0.13
H 3.8983 -0.1335 -6.1242  0.14
H 5.4571 -0.2076 -4.2043  0.13
H 0.6597 0.0777 -3.3236  0.11
H 6.6485 0.0551 -2.4270  0.13
H 7.8128 0.2449 -0.2532  0.14
H 6.4580 0.2288 1.8531  0.13
H 3.9783 0.0387 1.6717  0.12
C 0.4773 2.7007 -1.5483  -0.23
As 1.7996 2.0282 -0.3166  1.15
C 1.1638 2.5183 1.4303  -0.21
C 3.4340 3.0382 -0.6614  -0.27
C 3.1935 4.4844 -0.3494  -0.33
C 3.5019 4.9853 0.9147  -0.06
C 3.2653 6.3172 1.2125  -0.05
C 2.7138 7.1571 0.2534  -0.05
C 2.4140 6.6665 -1.0113  -0.05
C 2.6523 5.3355 -1.3127  -0.06
H 0.2047 3.7104 -1.2439  0.05
H -0.4015 2.0580 -1.5200  0.04
H 0.8855 2.7283 -2.5572  0.04
H 0.9885 3.5939 1.4177  0.06
H 1.9058 2.2723 2.1865  0.05
H 0.2394 1.9843 1.6391  0.04
H 3.6917 2.8764 -1.7107  0.09
H 4.2251 2.6157 -0.0433  0.07
H 3.9472 4.3392 1.6633  0.12
H 3.5250 6.7047 2.1878  0.12
H 2.5284 8.1960 0.4880  0.12
H 2.0101 7.3258 -1.7670  0.12
H 2.4426 4.9672 -2.3110  0.11

The energy relative to the best compared isomer or geometry (same formula, charge and spin) comes out at 0.000 eV. Its charge is +3. Its spin multiplicity is 2. The HOMO energy (spin up / spin down) is -0.54044 / -0.56794 Eh.

3.
C35H34AlN2O11S3 as an isolated structure at a distorted geometry. Source: the Open Molecules 2025 dataset; level of theory: ωB97M-V/def2-TZVPD.

Each line ends with the Löwdin charge.
CARTESIAN COORDINATES (ANGSTROEM)
Al -0.3318 -0.3163 -0.1970  -0.05
O -0.5151 2.6150 2.7816  -0.30
S -0.6737 1.2105 2.4889  0.56
O -1.9504 0.6366 2.8067  -0.26
O -0.3160 0.9779 1.0435  -0.21
C 0.5518 0.3686 3.4885  -0.21
C 1.2468 1.1851 4.3711  -0.06
C 2.1423 0.6454 5.2799  -0.07
C 2.3419 -0.7252 5.3159  -0.07
C 1.6958 -1.5346 4.3953  -0.06
C 0.8065 -0.9996 3.4719  -0.21
S 0.1364 -2.2068 2.3118  0.55
O 1.0696 -3.3102 2.3553  -0.31
O -1.2045 -2.5050 2.7253  -0.27
O 0.1761 -1.5918 0.9460  -0.21
H 1.0575 2.2477 4.3179  0.11
H 2.6902 1.2985 5.9473  0.10
H 3.0086 -1.1595 6.0498  0.10
H 1.8793 -2.5989 4.3514  0.11
C 3.2002 -0.8567 -2.7305  -0.10
C 3.1472 0.3110 -3.4823  -0.11
C 2.0640 1.1622 -3.3444  -0.05
C 1.0563 0.8662 -2.4240  -0.16
C 1.1465 -0.2446 -1.5682  -0.05
C 2.2195 -1.1097 -1.7820  -0.09
C -0.1890 1.6564 -2.3358  -0.17
C -0.5055 2.7104 -3.2285  0.01
C -1.6987 3.3534 -3.1157  0.00
C -2.6137 2.9809 -2.1077  -0.15
C -3.8530 3.6286 -1.9203  -0.05
C -4.6822 3.2480 -0.9051  -0.08
C -4.3097 2.1982 -0.0444  -0.04
C -3.1231 1.5431 -0.2062  0.02
C -2.2375 1.9197 -1.2443  -0.14
N -1.0410 1.2850 -1.4020  0.15
H 4.0154 -1.5567 -2.8762  0.10
H 3.9415 0.5561 -4.1769  0.10
H 2.0221 2.0548 -3.9575  0.09
H 2.2793 -2.0159 -1.1869  0.10
H 0.1930 2.9950 -4.0013  0.10
H -1.9576 4.1608 -3.7915  0.12
H -4.1215 4.4381 -2.5896  0.11
H -5.6243 3.7597 -0.7546  0.10
H -4.9705 1.9130 0.7633  0.11
H -2.8416 0.7546 0.4698  0.09
C 4.8957 0.0059 0.8214  -0.14
C 4.3535 1.3083 0.2194  -0.15
C 3.0641 1.4969 1.0092  -0.19
O 2.5412 0.1897 1.1530  -0.17
C 3.6250 -0.7247 1.2991  -0.17
H 5.5410 0.2263 1.6737  0.10
H 5.4601 -0.5875 0.1030  0.10
H 4.1104 1.1759 -0.8363  0.09
H 5.0423 2.1463 0.3277  0.11
H 2.3130 2.0987 0.4979  0.13
H 3.2725 1.9338 1.9976  0.12
H 3.3849 -1.6074 0.7066  0.11
H 3.7115 -1.0351 2.3430  0.11
C -1.4547 -1.8314 -6.9354  -0.05
C -1.8670 -2.9313 -5.9955  -0.27
C -1.1056 -4.0905 -5.8727  -0.04
C -1.4823 -5.0928 -4.9932  -0.06
C -2.6294 -4.9319 -4.2336  -0.29
C -3.4033 -3.7869 -4.3369  -0.05
C -3.0134 -2.7916 -5.2158  -0.02
S -3.1080 -6.2372 -3.1205  0.62
O -4.5284 -6.1590 -2.9503  -0.29
O -2.5123 -7.4575 -3.5959  -0.31
N -2.4100 -5.9231 -1.6675  -0.13
C -2.7314 -4.6468 -1.0149  -0.20
C -1.7756 -3.5086 -1.3704  -0.06
C -2.4621 -2.1393 -1.3013  -0.53
O -3.5927 -1.9834 -1.7235  0.07
O -1.7205 -1.1999 -0.8176  0.05
H -0.6486 -2.1559 -7.5920  0.07
H -1.1063 -0.9682 -6.3645  0.08
H -2.2954 -1.5065 -7.5493  0.08
H -0.2110 -4.2119 -6.4716  0.11
H -0.9063 -6.0031 -4.8887  0.11
H -4.2817 -3.6713 -3.7170  0.12
H -3.6067 -1.8886 -5.2939  0.12
H -1.4331 -6.1888 -1.6466  0.12
H -2.7393 -4.8010 0.0643  0.13
H -3.7430 -4.3867 -1.3264  0.11
H -1.4290 -3.6222 -2.4004  0.11
H -0.9067 -3.4828 -0.7125  0.11

The energy relative to the best compared isomer or geometry (same formula, charge and spin) comes out at 0.292 eV. Its charge is -1. Its spin multiplicity is 1. The HOMO energy is -0.23365 Eh.

Number 1: molar mass 1108.66 u. Number 2: molar mass 822.82 u. Number 3: molar mass 781.84 u.